The following is a DFT calculation (ωB97M-V/def2-TZVPD) of the molecule C2H4F2OS in a non-equilibrium geometry.

ORCA input file:
```
! wB97M-V def2-TZVPD RIJCOSX def2/J DEFGRID3
* xyz 0 1
C 1.36849 -0.37228 -0.04400
C 0.02121 0.20829 -0.19871
O -2.52451 -0.12009 0.03215
F -0.08702 1.45904 0.65890
F -0.21992 0.83179 -1.35475
S -1.21204 -0.96844 0.35515
H 1.43617 -1.26620 0.58697
H 1.71676 -0.78321 -0.97393
H 1.94883 0.27090 0.53321
H -2.44797 0.74019 0.40501
*
```

The orbital gap comes out at 0.3723 hartree. The HOMO energy is -9.5 eV. The SMILES is CC(F)(F)SO.